This record from OMol25 describes C30H26AuN4O5STe as an isolated structure in a non-equilibrium geometry. The level of theory is ωB97M-V/def2-TZVPD.

frontier orbital gap: 0.1870 Eh
ΔE to the lowest compared entry with this formula, charge and spin: 21.05 kcal per mole
HOMO energy: -9.9 eV
charge: +1

Each line ends with the Löwdin charge.
CARTESIAN COORDINATES (ANGSTROEM)
Au  1.59276  0.44721  -2.97337  0.46
C  -4.79338  -1.41113  6.09634  0.00
O  -3.64657  -0.66952  6.57281  -0.01
C  -3.12153  0.26484  5.82914  -0.24
C  -3.61493  0.61825  4.55128  0.04
C  -2.97519  1.57561  3.82185  0.06
C  -1.84647  2.23855  4.38321  -0.23
C  -1.41852  1.94751  5.71426  0.02
C  -2.01187  0.94568  6.40062  0.03
N  -1.18530  3.22110  3.77548  0.17
N  -1.15939  3.47852  2.57494  0.17
C  -0.79605  3.09500  1.41113  -0.13
C  -1.48648  3.70615  0.27198  0.05
C  -1.22562  3.32347  -0.97420  0.05
C  -0.17617  2.34036  -1.27238  -0.29
O  0.02103  1.97929  -2.41582  -0.04
C  0.67120  1.84753  -0.13914  -0.14
N  1.72091  1.10533  -0.48243  0.08
C  2.54872  0.70512  0.47473  -0.09
C  2.37768  1.06816  1.80851  -0.01
C  1.29385  1.85046  2.15778  0.03
C  0.39142  2.22971  1.17100  -0.05
H  -5.00122  -2.14393  6.86576  0.10
H  -4.55816  -1.90941  5.15838  0.10
H  -5.64698  -0.74813  5.97249  0.11
H  -4.50656  0.15788  4.15939  0.12
H  -3.37137  1.88184  2.85536  0.04
H  -0.58909  2.50257  6.13271  0.13
H  -1.68438  0.65863  7.39060  0.13
H  -2.26345  4.42750  0.48917  0.14
H  -1.77348  3.72816  -1.81355  0.14
H  3.39263  0.10095  0.16377  0.11
H  3.10332  0.76519  2.55051  0.12
H  1.17155  2.18932  3.17904  0.12
N  -0.72378  -1.72242  -2.20306  0.05
C  -1.83489  -1.02528  -1.69046  -0.34
C  -2.36623  0.08612  -2.32916  -0.05
C  -3.35264  0.84575  -1.70012  -0.06
C  -3.81394  0.47420  -0.44671  -0.27
C  -3.29775  -0.65202  0.16649  -0.07
C  -2.31565  -1.40164  -0.44453  -0.04
S  -5.03546  1.39699  0.47124  0.46
O  -4.23482  1.95308  1.58107  -0.39
O  -5.53668  2.39792  -0.44996  -0.33
O  -5.99486  0.40273  0.91281  -0.33
H  -0.59014  -2.65238  -1.83948  0.08
H  -0.59395  -1.68306  -3.20074  0.04
H  -1.97378  0.38876  -3.29545  0.11
H  -3.76405  1.73510  -2.16249  0.11
H  -3.68289  -0.90698  1.13817  0.11
H  -1.89203  -2.27644  0.04425  0.11
C  4.54767  -1.65730  -2.78225  -0.40
Te  2.57178  -1.83210  -3.59145  1.35
C  3.66063  -1.77554  -5.43105  -0.38
C  4.93666  -2.50393  -5.08358  -0.31
C  5.65794  -3.22375  -6.02644  -0.03
C  6.82801  -3.87169  -5.65542  -0.06
C  7.28322  -3.79582  -4.34679  -0.06
C  6.56399  -3.07935  -3.39974  -0.03
C  5.38764  -2.43885  -3.76439  -0.31
H  4.59527  -2.05443  -1.77061  0.06
H  4.81442  -0.60133  -2.76903  0.06
H  3.82697  -0.73200  -5.69311  0.07
H  3.09842  -2.25739  -6.22631  0.07
H  5.30822  -3.28066  -7.05014  0.12
H  7.37943  -4.44676  -6.38801  0.11
H  8.19330  -4.30511  -4.05806  0.11
H  6.91702  -3.02219  -2.37683  0.12